1.
The following is a quantum chemistry calculation of the molecule C4H6N2O, from OMol25.

Each line ends with the Mulliken charge.
Positions of all 13 atoms, in Å:
N: 1.89945 0.62962 0.03290  -0.6112
C: 0.63704 0.10245 -0.41356  0.1594
N: -0.43020 1.07694 -0.31784  -0.2039
C: -1.58422 0.44428 0.03410  -0.4348
C: -1.40749 -0.85446 0.39548  -0.5441
C: 0.01732 -1.13749 0.28259  0.4302
O: 0.67175 -2.11642 0.58937  -0.6314
H: 2.63053 -0.03906 -0.18684  0.2709
H: 1.89445 0.74186 1.04299  0.2585
H: 0.75742 -0.23571 -1.45494  0.2808
H: -0.39551 1.95672 -0.80580  0.2300
H: -2.51468 1.00403 0.02397  0.3934
H: -2.16595 -1.53391 0.75692  0.4024

## Properties
- LUMO energy (eV) = 0.65
- SMILES = N[C@@H]1NC=CC1=O
- relative energy (zero: lowest compared OMol25 entry of this formula, charge and spin) (kcal/mol) = 21.8
- total energy (eV) = -9272.5567
- HOMO (eV) = -8.62
- orbital gap (hartree) = 0.341

---

2.
The following is a quantum chemistry calculation of the ion C4H4F2NO2 with charge -1 at a distorted geometry, from OMol25.

Each line ends with the Löwdin spin population.
Positions of all 13 atoms, in Å:
C: -1.85812 -0.28872 0.56771  0.8243
C: -1.40855 0.36968 -0.51915  0.8024
C: 2.22549 -0.60666 0.27460  0.0062
C: 0.06609 0.76591 -0.40125  0.0628
N: 0.81794 -0.46250 -0.01736  0.0515
O: 2.51689 -1.74361 0.64349  0.0063
O: 2.87765 0.41421 0.03871  0.0138
F: 0.02552 1.76608 0.53810  0.0623
F: 0.55566 1.49102 -1.49846  0.0033
H: -2.83016 -0.70198 0.50248  0.0556
H: -1.51203 -0.36778 1.50412  0.0570
H: -1.85551 0.62533 -1.46379  0.0443
H: 0.37913 -1.26099 -0.16920  0.0102

## Properties
- LUMO energy (spin up / spin down) (eV) = 3.68 / 0.70
- total energy (eV) = -15229.5694
- total charge = -1
- HOMO (spin up / spin down) (eV) = -2.97 / -4.41
- orbital gap (spin up / spin down) (hartree) = 0.244 / 0.188
- spin multiplicity = 3

---

3.
The following is a quantum chemistry calculation of the molecule C15H14FN3O2 at a distorted geometry, from OMol25.

Each line ends with the Mulliken charge.
Positions of all 35 atoms, in Å:
C: 0.32203 -5.62998 -0.61715  -0.8120
O: -0.33377 -4.93232 0.44171  -0.4677
C: -0.53949 -3.57380 0.31526  0.5180
C: 0.41188 -2.73523 -0.24271  -0.5188
C: 0.14963 -1.40377 -0.37331  -0.5747
C: -1.11183 -0.90470 -0.00618  0.4420
C: -1.43323 0.54974 -0.12895  -0.1368
O: -0.71278 1.25733 0.84338  -0.3355
C: 0.07303 2.12198 0.12931  0.0868
C: 0.96479 3.09642 0.78680  0.5803
C: 1.66423 4.09853 0.07911  -0.1655
C: 2.56615 4.94976 0.73503  -0.3095
N: 2.76852 4.86968 2.06791  -0.6367
C: 2.08523 3.95597 2.80581  -0.3020
C: 1.17957 3.06795 2.17240  -0.3232
N: -0.03896 2.05927 -1.16618  -0.8159
N: -0.88694 1.03722 -1.37249  0.6696
C: -1.45161 0.74125 -2.68311  -0.9246
C: -2.09678 -1.76481 0.57118  -0.7491
C: -1.80216 -3.09338 0.73717  0.4983
F: -2.71109 -3.93243 1.37481  -0.3182
H: 1.38294 -5.40169 -0.59847  0.3031
H: -0.13495 -5.36028 -1.56315  0.3553
H: 0.20191 -6.68113 -0.48318  0.2705
H: 1.35971 -3.13596 -0.63208  0.1889
H: 0.94786 -0.74772 -0.72344  0.3835
H: -2.50624 0.76024 -0.05819  0.2888
H: 1.51221 4.17420 -1.01291  0.3902
H: 3.07284 5.67718 0.10443  0.3459
H: 2.24124 3.90194 3.88322  0.3600
H: 0.69231 2.28818 2.79256  0.3312
H: -2.26328 1.44134 -2.88933  0.3336
H: -0.69828 0.86364 -3.44814  0.3144
H: -1.83393 -0.26387 -2.73857  0.3001
H: -3.04077 -1.35078 0.89742  0.4295

## Properties
- LUMO energy (eV) = 0.38
- SMILES = COc1ccc([C@H]2OC(c3ccncc3)=NN2C)cc1F
- relative energy (zero: lowest compared OMol25 entry of this formula, charge and spin) (kcal/mol) = 83.3
- total energy (eV) = -27062.5271
- HOMO (eV) = -7.62
- orbital gap (hartree) = 0.294

---

4.
The following is a quantum chemistry calculation of a structure of composition C34H23Br4N4O8S3Ta, from OMol25.

Each line ends with the Mulliken charge.
Positions of all 77 atoms, in Å:
Ta: 0.86157 -0.39445 -0.79666  2.1139
S: -1.27866 -1.92466 -1.09168  -0.4763
C: -2.15504 -1.14063 -2.35142  0.9360
C: -3.50792 -1.57143 -2.56703  -0.3372
N: -4.58934 -1.93629 -2.72340  -0.6709
C: -1.62669 -0.17039 -3.13996  0.9253
S: 0.03339 0.35196 -3.01705  -0.4810
C: -2.40532 0.42403 -4.18225  -0.1600
N: -3.03251 0.90472 -5.02168  -0.6754
C: 2.09060 -8.04266 1.16876  -1.4824
C: 2.03466 -6.54260 1.28045  1.0905
C: 1.20321 -5.80252 0.44626  -1.0193
C: 1.17049 -4.41797 0.50796  0.1144
C: 1.97933 -3.76427 1.42631  -0.3869
C: 2.80826 -4.48251 2.27634  -0.4995
C: 2.83184 -5.86599 2.19955  -0.7619
S: 2.04376 -1.98967 1.50165  1.6831
O: 2.22575 -1.62541 2.88212  -0.8002
O: 0.67663 -1.56372 1.00526  -0.8713
N: 3.09678 -1.44464 0.52821  -0.3570
C: 3.73443 -2.26940 -0.46846  -0.8968
C: 2.82273 -2.63300 -1.64082  0.7160
O: 3.20760 -3.36272 -2.52717  -0.7566
O: 1.61927 -2.12296 -1.56661  -0.6386
H: 1.10624 -8.45841 0.95076  0.3676
H: 2.45786 -8.49470 2.09082  0.3668
H: 2.76015 -8.34435 0.35976  0.2794
H: 0.57141 -6.31215 -0.27207  0.3741
H: 0.52765 -3.85267 -0.15344  0.3346
H: 3.41465 -3.95063 2.99825  0.4420
H: 3.47640 -6.42938 2.86541  0.3207
H: 4.13382 -3.21030 -0.07505  0.3600
H: 4.58128 -1.71452 -0.87867  0.4251
Br: 6.99183 3.00692 -1.47691  -0.2192
C: 5.32705 2.39776 -0.81485  0.2345
C: 4.89762 2.75137 0.46014  0.2607
Br: 5.96611 3.85914 1.56115  -0.2337
C: 3.66985 2.28669 0.94483  -0.3395
Br: 3.00633 2.69362 2.65822  -0.1333
C: 2.88315 1.47539 0.14629  0.0503
O: 1.71625 0.97463 0.47851  0.0814
C: 3.31068 1.12791 -1.14499  0.1676
O: 2.47145 0.34683 -1.80479  -0.9181
C: 4.52712 1.57930 -1.62268  -0.1331
Br: 5.03126 1.02194 -3.35060  -0.1466
C: -4.19725 3.78321 -3.47409  -2.1338
C: -4.15440 3.09550 -2.13393  1.3448
C: -4.64507 1.79807 -2.02008  -1.0864
C: -4.57050 1.10969 -0.81964  -0.8064
C: -4.01659 1.72226 0.28952  -0.4042
C: -3.52752 3.02001 0.18997  -0.1768
N: -2.93620 3.64765 1.31890  0.0547
C: -2.19680 2.92936 2.25643  0.2781
C: -2.40491 3.12884 3.62107  -0.9075
C: -1.67045 2.42039 4.56065  -0.5701
C: -0.74615 1.47062 4.15336  -1.2495
C: -0.53815 1.26224 2.79623  -0.7094
C: -1.22619 2.00503 1.84590  1.0762
C: -0.80375 1.88367 0.40388  0.3267
O: -0.59659 2.86122 -0.27858  -0.6948
O: -0.67134 0.64110 -0.00515  0.1441
C: -3.57933 3.71609 -1.01976  1.2126
C: -2.94326 5.07663 -1.09247  -1.6906
H: -4.69060 3.14993 -4.20920  0.3804
H: -3.18920 3.97661 -3.84737  0.4166
H: -4.72236 4.74071 -3.42097  0.4664
H: -5.05163 1.30673 -2.89598  0.4071
H: -4.93076 0.09091 -0.75952  0.5485
H: -3.93160 1.19192 1.22997  0.3298
H: -3.41912 4.45511 1.67554  0.3102
H: -3.16583 3.83508 3.93781  0.3513
H: -1.84256 2.59773 5.61627  0.3596
H: -0.18071 0.89984 4.87858  0.4725
H: 0.19516 0.54122 2.46055  0.7010
H: -1.96483 5.03265 -0.61147  0.2856
H: -3.54032 5.83591 -0.57448  0.2813
H: -2.81416 5.40682 -2.12074  0.4329

## Properties
- LUMO energy (eV) = 3.71
- relative energy (zero: lowest compared OMol25 entry of this formula, charge and spin) (kcal/mol) = 10.4
- total energy (eV) = -372208.2485
- total charge = -2
- HOMO (eV) = -2.62
- orbital gap (hartree) = 0.233